A 14-piece molecular cluster, C71H176F24N10O7P4 overall in a non-equilibrium geometry, computed with ωB97M-V/def2-TZVPD.

Output
HOMO: -17.664 eV
Electronic energy: -208056.8332 eV
Total charge: +6
E_LUMO: -7.06 eV

CARTESIAN COORDINATES (ANGSTROEM)
C (24.4990, -11.3234, -10.4971)
C (25.6297, -22.7999, -4.9531)
C (32.7869, -21.4907, 7.1172)
H (13.7866, -26.3398, -12.6406)
H (32.7487, -7.5821, -2.9881)
H (25.4665, -22.7608, -3.8950)
H (32.0773, -24.1930, 6.6831)
H (26.0155, -24.9102, -5.1503)
C (20.6452, -23.4971, -2.8345)
O (18.3202, -9.3410, -3.8203)
H (28.4606, -22.2510, -5.2001)
C (15.9197, -23.8010, -7.4002)
H (21.8574, -13.3616, -9.9157)
F (19.5773, -15.0696, -7.5117)
H (24.2072, -16.3034, -0.7294)
C (18.8488, -17.6662, 3.8179)
F (24.3977, -13.2743, -2.6304)
C (26.4937, -23.9725, -5.3685)
F (19.3815, -16.0938, -2.5473)
H (29.2390, -9.9920, -3.7678)
N (30.7954, -7.9468, -2.6691)
H (17.8055, -18.1076, 6.7916)
P (25.1267, -12.3312, -3.7109)
H (26.0077, -21.7611, -5.2544)
H (21.8541, -8.4362, -0.4157)
H (22.2916, -11.9351, -8.0245)
C (20.7421, -9.5939, -3.4823)
H (20.7501, -19.7327, -3.2465)
H (18.7808, -17.1219, 2.8606)
H (25.0244, -16.5235, -2.9025)
H (31.7562, -21.8360, 3.9463)
H (21.5355, -23.2058, -2.3061)
F (23.7080, -12.0008, -4.3120)
H (32.3588, -24.1265, 4.9312)
F (22.4364, -14.6576, -6.0720)
H (12.3049, -25.9366, -10.9006)
H (26.5546, -24.5781, -2.9423)
C (18.0036, -14.0612, -4.8060)
H (13.5929, -25.6590, -9.6933)
N (23.2228, -17.4584, -3.3980)
F (19.1714, -18.1315, -1.6295)
H (16.1844, -17.6313, 3.1810)
H (29.4509, -5.4832, -2.2941)
H (15.6922, -24.6612, -10.1743)
H (26.9644, -18.0158, -6.4438)
H (18.5307, -12.0188, -4.4435)
H (15.9466, -13.2402, -6.3110)
O (14.9402, -23.5028, -8.4690)
P (18.9285, -16.6528, -1.0840)
H (30.1364, -21.1852, 6.1976)
H (22.3682, -10.9465, -0.7302)
H (15.0854, -18.3553, 5.6928)
H (17.5712, -8.8075, -4.1519)
C (16.1404, -18.0653, 5.4629)
N (23.5307, -12.0912, -9.7047)
F (25.8984, -11.4518, -4.8765)
H (22.5983, -17.2267, -5.3435)
H (22.7470, -26.0319, -0.0610)
H (14.5870, -17.7547, -4.8498)
H (19.2433, -8.9676, -1.4585)
H (22.8994, -10.9012, -2.3971)
H (15.8390, -19.2434, 3.7073)
H (20.7613, -29.0225, 0.8453)
C (17.6229, -12.9315, -2.7254)
H (29.5681, -6.1704, -0.0032)
H (28.3010, -25.8296, -5.8614)
O (20.3378, -24.8160, -2.2533)
N (27.7920, -24.1134, -4.6047)
H (12.5778, -24.0493, -8.8901)
H (25.2255, -11.9313, -6.5004)
C (18.5749, -12.9912, -3.8993)
F (25.2242, -13.5985, -4.7298)
H (16.4754, -16.1354, -4.3309)
H (29.9393, -24.1759, 5.7889)
H (30.1141, -23.4762, -6.3818)
H (29.3624, -7.1042, -4.2317)
F (25.3800, -24.2158, -0.0856)
H (31.9071, -20.3745, 4.9317)
C (30.5517, -22.1923, 6.3810)
H (25.1344, -18.2360, -2.8918)
H (29.3974, -22.3538, -8.4849)
H (14.8210, -23.1397, -11.7753)
H (15.4916, -13.3245, -2.8983)
H (31.9593, -8.0661, -4.5208)
F (18.6824, -15.1289, -0.5235)
H (26.7980, -23.9971, -6.4120)
H (12.6958, -21.6191, -8.9792)
F (24.5492, -22.1327, 0.1748)
C (24.5200, -17.4191, -2.5448)
C (20.9678, -28.8238, -0.2236)
N (17.8925, -18.8298, 3.8700)
H (33.5339, -23.6792, 6.0959)
C (13.8573, -16.9124, -5.0414)
H (30.8261, -9.8776, -4.4239)
F (24.6203, -24.2166, -2.3926)
H (15.1537, -25.5767, -12.0021)
C (11.8742, -22.0521, -9.5445)
C (16.4344, -13.8311, -3.0738)
H (33.3197, -21.2643, 4.5034)
H (21.2152, -19.1068, -4.8063)
H (16.1676, -22.9515, -10.0771)
H (22.9879, -19.5345, -2.7301)
H (22.0178, -18.2305, -1.9370)
C (19.4781, -20.8869, 0.9497)
H (30.4341, -22.4293, 7.4006)
F (20.3985, -15.3008, -5.3133)
N (16.4856, -14.0768, -4.5528)
H (20.6604, -25.5403, -0.0833)
H (17.1963, -11.9252, -2.5200)
C (22.4590, -12.8037, -10.5886)
C (15.9333, -15.3721, -4.8542)
H (21.5512, -25.9636, -3.5713)
F (21.3148, -16.4176, -7.0549)
C (30.2736, -10.2500, -3.5322)
C (14.3542, -23.1524, -10.8110)
H (27.8053, -22.8292, -9.1841)
C (19.5621, -8.5992, -3.7914)
H (19.6109, -13.2811, -3.6596)
H (23.6655, -18.0751, -0.5885)
C (30.7793, -9.3952, -2.3731)
N (21.2574, -27.3914, -0.4909)
F (26.5441, -12.6761, -3.1487)
F (20.4831, -16.6218, -0.6506)
H (31.7623, -6.3949, -3.7940)
C (22.7812, -11.2898, -8.7227)
H (14.2663, -15.4987, -3.3458)
H (25.2514, -10.8041, -9.9095)
H (17.4443, -20.6540, 2.7805)
H (20.3506, -18.1545, -3.6323)
H (25.5104, -17.0956, -6.4467)
F (17.3590, -16.7509, -1.4141)
C (21.1411, -18.8595, -3.7347)
C (13.3174, -25.5215, -10.6843)
H (29.6079, -25.3544, -4.8595)
H (19.8045, -18.8773, 1.8488)
O (25.3665, -18.8787, -5.4977)
H (18.2523, -13.8485, -5.8482)
H (11.7970, -21.4642, -10.5038)
H (24.5051, -28.0104, -0.4792)
C (16.4467, -18.3672, 3.9485)
C (24.0225, -18.7557, -5.4754)
H (15.6199, -23.0170, -6.6924)
H (28.7667, -8.2599, -3.1151)
H (21.5105, -11.8312, -1.9468)
H (21.7131, -29.5112, -0.6198)
H (27.3460, -25.8906, -3.6735)
C (22.4582, -16.2119, -2.9378)
H (11.2607, -24.1393, -10.0875)
H (23.5086, -10.7044, -8.2219)
O (25.4619, -11.7451, -7.4569)
C (32.5205, -23.6293, 5.8780)
H (30.2923, -12.0984, -2.3788)
H (22.7393, -27.5587, 0.8312)
H (16.7536, -19.5669, 6.9412)
H (14.6141, -27.0651, -11.3720)
H (16.2089, -16.9973, 5.7102)
H (21.5775, -7.6174, -2.0930)
H (23.0369, -8.6513, -1.7779)
C (19.4416, -19.8835, 2.1248)
H (19.2753, -10.6159, -1.4448)
H (17.5199, -19.2695, 1.8320)
H (11.4469, -24.3807, -11.9939)
H (33.6723, -20.9964, 6.6953)
H (19.2260, -21.9029, 1.3016)
C (24.3536, -17.3495, -1.0423)
C (22.0338, -10.8874, -1.7993)
H (24.1671, -16.5655, -5.0245)
H (23.6115, -13.5463, -8.2227)
H (30.0527, -25.0779, -7.1258)
H (14.0911, -22.1174, -10.5577)
C (28.5190, -24.7196, -2.2223)
N (13.0841, -23.9751, -10.8691)
H (13.8341, -14.7747, -4.9775)
C (30.9896, -7.1236, -1.4157)
C (20.3934, -26.5001, 0.2720)
C (20.9903, -27.1063, -1.9750)
C (25.5394, -12.8699, -8.2923)
H (28.7608, -23.2597, 3.8894)
C (18.0538, -19.5866, 5.2207)
H (24.0989, -26.8532, -1.7307)
C (27.5063, -24.8392, -3.3456)
H (30.2058, -9.4821, -1.4497)
C (28.9335, -6.4062, -2.1147)
P (20.9918, -14.9146, -6.7513)
H (22.5822, -16.2191, -1.8254)
C (23.6948, -27.6242, -1.1064)
H (22.3748, -25.4028, -2.1194)
H (13.6643, -16.9099, -6.0779)
C (18.0143, -19.7101, 2.6292)
H (32.1022, -20.7273, 7.4641)
H (29.4464, -22.9923, -4.0183)
H (21.5234, -27.7773, -2.5956)
H (19.8510, -17.9700, 4.0545)
C (30.3841, -11.7427, -3.3917)
H (28.4341, -23.7407, -1.7638)
H (31.3504, -12.1850, -3.7129)
H (16.2772, -12.0656, -5.0161)
F (18.7145, -17.1511, 0.4618)
C (29.4037, -24.3155, -6.6487)
O (28.3750, -23.8483, -7.4769)
H (28.6105, -23.0286, 6.0643)
H (25.3400, -17.5725, -0.6499)
N (32.0645, -22.2110, 6.0005)
H (23.5773, -18.8587, -6.5038)
H (22.0431, -10.6754, -9.2202)
H (18.7513, -20.5648, 0.2255)
H (19.4800, -26.0231, 2.0910)
C (21.3383, -25.7367, -2.5270)
H (12.9536, -24.2378, -12.9187)
C (24.2571, -13.1925, -8.9608)
H (31.3142, -6.1361, -1.7502)
H (17.5795, -20.5722, 5.0319)
C (22.3922, -18.5755, -2.8891)
H (29.5864, -12.2755, -3.8223)
P (24.6406, -23.1528, -1.0709)
H (27.8507, -6.3314, -2.2651)
H (16.4275, -14.8604, -2.6417)
C (25.8737, -18.1280, -6.6338)
H (12.0294, -22.7806, -12.3138)
H (25.7151, -13.8137, -7.7040)
H (29.1372, -7.7877, -0.4912)
F (20.5828, -13.3184, -6.4130)
C (31.8266, -7.4999, -3.5844)
C (21.9690, -8.5399, -1.5349)
H (24.6312, -22.9383, -5.3137)
H (31.8879, -9.6356, -2.0655)
C (23.4984, -17.4409, -4.8252)
C (14.4417, -15.5600, -4.4847)
H (21.5814, -9.3496, -4.0625)
C (29.4231, -7.4128, -3.1877)
H (19.9101, -27.1237, -2.2202)
C (12.3420, -23.7788, -12.1303)
H (19.1038, -19.5856, 5.3261)
H (22.9718, -15.4136, -3.4606)
C (14.2879, -26.1129, -11.7043)
H (25.0316, -12.0433, -11.1386)
O (29.5075, -22.7507, 4.2580)
H (29.5357, -25.0442, -2.5337)
H (19.8702, -22.8411, -2.5845)
C (29.5773, -6.9203, -0.8706)
H (22.9395, -13.4056, -11.3225)
C (28.4321, -22.8226, -4.2993)
H (29.1016, -23.9113, -9.3562)
N (21.1391, -9.6823, -1.9973)
C (20.4739, -26.4777, 1.7737)
H (21.4831, -16.2379, -3.3004)
H (28.2030, -25.3736, -1.4111)
C (15.4234, -23.6607, -9.7907)
C (28.7166, -23.1682, -8.6736)
C (15.8603, -12.9929, -5.2708)
C (19.9062, -9.7872, -1.1979)
C (22.6951, -27.1124, -0.1289)
C (32.2707, -21.3628, 4.7607)
H (12.9439, -17.1472, -4.5543)
H (26.4294, -12.7566, -8.8898)
F (26.0686, -22.6830, -1.5378)
H (10.8571, -21.9376, -9.1549)
H (14.8106, -13.0779, -5.0759)
H (31.7477, -7.6126, -0.7945)
H (19.3673, -26.7757, 0.0105)
C (29.6050, -23.1358, 5.6234)
H (25.4900, -18.5590, -7.5715)
F (21.5874, -14.4268, -8.1424)
H (21.2747, -25.8050, 2.1394)
H (19.7323, -8.0964, -4.7621)
H (16.9686, -23.5244, -7.6095)
F (23.9457, -21.9804, -1.9514)
H (23.9583, -10.5653, -11.0106)
C (17.2311, -18.8287, 6.2806)
H (20.6751, -23.6013, -3.9561)
H (23.5854, -19.5731, -4.8846)
H (16.1196, -15.5099, -5.9079)
H (21.8589, -12.0263, -11.0281)
H (19.5948, -7.7703, -3.1030)
H (24.3160, -13.9932, -9.6875)
H (20.2005, -9.7504, -0.1534)
H (18.1297, -13.3240, -1.8255)
H (27.7868, -22.2375, -3.6369)
H (32.9678, -22.1627, 7.9452)
F (23.1685, -23.7648, -0.6377)
H (20.4007, -10.5533, -3.8602)
H (18.3683, -15.0198, -4.5048)
C (12.1129, -23.5929, -9.7210)
H (18.5297, -16.9309, 4.6091)
F (25.0626, -11.0706, -2.7150)
H (20.4624, -21.0426, 0.6112)
H (20.0636, -29.1268, -0.7659)
H (23.2899, -28.4090, -1.7411)
H (20.6072, -27.4891, 2.2228)
H (15.7511, -24.8891, -7.1459)
C (28.8032, -24.9924, -5.4388)
H (20.0551, -20.1362, 3.0383)